(1)
2 unconnected molecules or ions with the total composition C5H9NO in a non-equilibrium geometry, computed with ωB97M-V/def2-TZVPD.

Structure (XYZ):
```
16
C5H9NO (ωB97M-V/def2-TZVPD)
C -2.048 -0.229 0.264
C -0.795 -0.153 -0.574
C 0.040 1.120 -0.471
C 1.251 0.708 0.374
O 2.473 -0.897 0.034
C 0.123 -1.170 -0.086
N 0.651 -2.178 0.116
H -2.718 0.539 -0.116
H -1.799 0.003 1.303
H -2.525 -1.218 0.198
H -1.057 -0.447 -1.597
H 0.368 1.415 -1.460
H -0.462 1.994 -0.007
H 0.995 0.428 1.388
H 2.139 1.286 0.293
H 3.364 -1.203 0.345
```

Computed properties:
- Electronic energy: -325.71800 a.u.
- E_HOMO (spin up / spin down): -0.324 / -0.324 Ha
- Max |F|: 3.070 eV Å⁻¹

=====

(2)
A single C5H9NO molecule, computed with ωB97M-V/def2-TZVPD.

Structure (XYZ):
```
16
C5H9NO (ωB97M-V/def2-TZVPD)
C 2.061 -0.414 0.359
C 1.070 0.560 -0.266
C -0.039 -0.091 -1.135
N -0.978 0.219 -0.063
C -2.305 -0.244 0.239
C -0.071 0.882 0.715
O -0.175 1.425 1.791
H 1.520 -1.210 0.886
H 2.688 0.103 1.092
H 2.710 -0.880 -0.390
H 1.566 1.426 -0.712
H -0.260 0.429 -2.075
H 0.090 -1.164 -1.330
H -2.414 -0.278 1.327
H -3.086 0.408 -0.169
H -2.443 -1.254 -0.159
```

Computed properties:
- Electronic energy: -325.90225 a.u.
- SMILES string: C[C@H]1CN(C)C1=O
- E_HOMO: -0.343 Ha
- Max |F|: 0.404 eV Å⁻¹

=====

(3)
A molecular structure, C5H9NO in a non-equilibrium geometry, computed with ωB97M-V/def2-TZVPD.

Structure (XYZ):
```
16
C5H9NO (ωB97M-V/def2-TZVPD)
C 2.392 -0.194 0.302
C 1.123 0.511 -0.114
C -0.256 -0.321 -1.137
N -0.972 0.035 0.020
C -2.382 0.053 0.243
C 0.003 0.520 0.848
O -0.061 0.771 2.037
H 2.213 -1.274 0.392
H 2.676 0.140 1.313
H 3.249 -0.018 -0.352
H 0.864 0.832 -1.138
H -0.718 0.087 -2.071
H 0.075 -1.340 -1.297
H -2.521 0.451 1.251
H -2.885 0.702 -0.484
H -2.801 -0.955 0.187
```

Computed properties:
- Electronic energy: -325.80983 a.u.
- E_HOMO: -0.325 Ha
- Max |F|: 2.472 eV Å⁻¹

=====

(4)
A single C5H9NO molecule, computed with ωB97M-V/def2-TZVPD.

Structure (XYZ):
```
16
C5H9NO (ωB97M-V/def2-TZVPD)
C -1.034 -0.360 1.107
C -0.350 0.010 -0.208
C -0.208 -1.197 -1.134
C -0.903 1.305 -0.916
O 0.700 1.840 -0.718
C 0.870 0.829 0.013
N 1.837 0.749 0.935
H -1.103 0.512 1.765
H -2.052 -0.705 0.907
H -0.501 -1.168 1.629
H 0.217 -2.077 -0.636
H -1.211 -1.468 -1.488
H 0.400 -0.960 -2.013
H 2.359 1.586 1.154
H -0.856 1.109 -2.004
H 1.836 -0.004 1.606
```

Computed properties:
- Electronic energy: -325.78957 a.u.
- E_HOMO: -0.265 Ha
- Max |F|: 0.319 eV Å⁻¹